No. 1
96
Properties=species:S:1:pos:R:3 method="wB97M-V/def2-TZVPD" mol_weight_g_mol=659.00 homo_energy_ev="-11.57 / -11.06" energy_ev=-62393.6057 max_force_ha_per_bohr=0.1080 charge=+1 multiplicity=3
Pd 3.835 -1.024 1.443
C -0.407 -3.115 0.491
C -0.440 -1.792 -0.403
C -1.906 -1.415 -0.601
C -2.053 -0.008 -1.122
C -1.355 1.040 -0.245
C 0.186 0.779 -0.051
N 0.267 -0.681 0.417
O 1.530 -1.099 0.961
C 0.648 1.736 1.134
C 0.980 1.202 -1.303
C 0.278 -2.013 -1.712
H 0.629 -3.447 0.557
H -1.064 -3.858 0.038
H -0.850 -2.807 1.438
H -2.428 -1.383 0.356
H -2.358 -2.083 -1.333
H -3.129 0.158 -1.074
H -1.838 0.121 -2.182
H -1.854 0.969 0.721
H -1.554 2.029 -0.659
H 1.687 1.588 1.425
H 0.022 1.551 2.007
H 0.583 2.800 0.905
H 2.042 0.961 -1.251
H 0.993 2.283 -1.443
H 0.631 0.874 -2.282
H 0.017 -1.125 -2.288
H -0.182 -2.799 -2.311
H 1.365 -2.068 -1.656
O -5.431 -1.679 -0.124
H -5.220 -2.592 0.072
H -5.367 -1.617 -1.077
O 3.736 0.330 3.145
H 4.415 0.721 3.695
H 2.920 0.497 3.616
O 3.495 -2.973 2.215
H 3.364 -3.832 1.814
H 3.691 -3.164 3.132
O 2.288 2.523 -3.873
H 2.972 1.854 -3.879
H 2.471 3.048 -3.094
O 1.694 0.571 5.052
H 0.978 0.838 4.475
H 1.331 0.645 5.934
O -4.780 1.336 -2.555
H -5.146 0.481 -2.784
H -4.108 1.495 -3.218
O 2.402 -5.852 1.407
H 2.632 -5.486 0.553
H 1.975 -6.684 1.205
O 4.182 -2.249 -0.466
H 4.849 -2.250 -1.154
H 3.440 -2.715 -0.850
O -0.021 5.002 -1.808
H -0.290 5.189 -0.908
H 0.911 4.796 -1.741
O -0.300 -5.339 2.790
H 0.208 -5.040 2.035
H -0.221 -4.629 3.428
O -4.471 -0.117 1.839
H -5.046 -0.732 1.384
H -3.621 -0.221 1.410
O -1.709 1.414 4.232
H -1.080 0.698 4.138
H -1.176 2.208 4.197
O -0.356 -0.670 3.317
H 0.183 -1.409 3.599
H -0.175 -0.584 2.381
O 2.656 4.504 -1.278
H 3.550 4.232 -1.489
H 2.721 4.879 -0.400
O -3.161 1.024 -4.880
H -3.439 1.437 -5.697
H -2.208 1.112 -4.878
O -0.176 1.641 -4.974
H 0.045 0.725 -5.144
H 0.576 1.984 -4.491
O 1.305 -4.084 -4.230
H 1.983 -4.239 -4.889
H 1.408 -3.163 -3.991
O -1.846 3.087 -3.027
H -1.238 3.616 -2.510
H -1.425 2.229 -3.088
O 4.250 0.804 0.383
H 4.264 1.093 -0.530
H 4.092 1.603 0.885
O 0.582 3.777 3.510
H 0.502 4.470 4.165
H 0.250 4.170 2.702
O -3.624 -4.155 2.585
H -2.702 -4.365 2.734
H -3.826 -3.486 3.238
O -1.136 5.120 0.626
H -1.283 6.062 0.542
H -2.014 4.739 0.613



No. 2
98
Properties=species:S:1:pos:R:3 method="wB97M-V/def2-TZVPD" mol_weight_g_mol=570.59 homo_energy_ev=-4.05 energy_ev=-61003.5495 max_force_ha_per_bohr=0.0520 charge=-1
C -1.023 -0.393 -1.085
C -0.120 -0.275 0.175
C 1.347 -0.172 -0.325
C 1.822 1.122 -0.851
C 1.529 2.235 0.078
C -0.033 2.262 0.605
N -0.441 0.869 1.057
O -1.788 0.809 1.567
C -0.904 2.927 -0.563
C 0.023 3.126 1.906
C -0.193 -1.649 1.020
H -0.704 -1.165 -1.786
H -1.045 0.532 -1.661
H -2.017 -0.655 -0.723
H 1.423 -0.806 -1.209
H 2.054 -0.511 0.432
H 1.454 1.286 -1.863
H 2.878 1.010 -1.099
H 1.825 3.165 -0.408
H 2.168 2.136 0.956
H -0.988 3.991 -0.342
H -1.978 2.793 -0.687
H -0.434 2.743 -1.530
H 0.560 2.664 2.734
H -0.969 3.148 2.356
H 0.351 4.163 1.828
H 0.277 -1.362 1.960
H 0.204 -2.559 0.571
H -1.245 -1.815 1.254
O 4.304 3.995 -2.311
H 3.489 4.485 -2.423
H 4.939 4.457 -2.859
O -2.553 -1.324 3.522
H -2.531 -0.563 4.102
H -2.500 -0.955 2.640
O -0.088 0.660 4.352
H 0.508 1.355 4.632
H -0.060 0.690 3.396
O -4.244 0.811 -0.876
H -3.525 1.101 -0.315
H -5.008 0.797 -0.300
O -0.151 2.035 -4.897
H 0.663 2.122 -4.401
H 0.051 1.393 -5.578
O 2.171 -2.756 -3.202
H 2.327 -3.700 -3.211
H 2.526 -2.461 -2.363
O -4.867 4.832 -1.055
H -4.479 4.364 -0.316
H -5.595 4.276 -1.334
O 5.616 1.549 -1.920
H 4.984 2.243 -1.731
H 6.465 1.929 -1.692
O -3.473 3.524 1.348
H -2.916 2.756 1.221
H -2.869 4.217 1.614
O -1.928 -3.704 -0.828
H -1.608 -4.154 -1.610
H -1.326 -2.970 -0.710
O 1.568 -0.538 -4.727
H 1.616 -1.112 -3.963
H 1.653 -1.128 -5.476
O -2.246 0.446 -4.128
H -1.495 1.013 -4.302
H -2.278 0.377 -3.174
O 0.994 -5.698 -0.910
H 1.389 -4.827 -0.861
H 1.707 -6.269 -1.196
O -1.401 -4.566 1.794
H -1.020 -5.427 1.623
H -1.648 -4.237 0.930
O 0.025 3.711 5.361
H 0.237 3.945 6.264
H -0.813 3.253 5.422
O -4.739 -1.735 -1.572
H -4.386 -0.884 -1.310
H -5.687 -1.639 -1.480
O 3.037 -3.568 -0.625
H 2.820 -3.346 0.281
H 3.994 -3.578 -0.648
O 3.031 0.354 3.001
H 3.281 1.085 3.567
H 2.687 0.770 2.210
O 2.318 -3.255 2.225
H 2.031 -2.369 2.447
H 2.219 -3.750 3.038
O -0.821 -3.412 4.156
H -1.049 -3.893 3.361
H -1.270 -2.572 4.066
O -1.054 -3.668 -3.588
H -1.890 -3.791 -4.038
H -0.865 -2.734 -3.683
O -3.228 1.667 4.043
H -2.515 1.707 3.406
H -3.951 1.255 3.569
O 5.083 -1.058 -0.998
H 5.106 -0.148 -1.296
H 5.204 -1.003 -0.050



No. 3
25
Properties=species:S:1:pos:R:3 method="wB97M-V/def2-TZVPD" mol_weight_g_mol=525.12 homo_energy_ev="-20.96 / -23.12" energy_ev=-82817.5567 max_force_ha_per_bohr=0.2478 charge=+4 multiplicity=10
Fe 5.066 3.320 -0.981
Ir 1.222 0.303 0.539
Cl 3.351 2.335 -1.812
Cl 3.135 1.465 1.014
C 2.066 -0.858 1.629
C 5.784 4.135 -2.459
C 6.423 4.247 0.078
O 2.556 -1.550 2.441
O 6.518 4.891 -2.976
O 7.355 4.959 0.226
N -5.420 -2.074 0.547
C -4.436 -2.191 -0.391
O -4.748 -2.629 -1.506
C -3.043 -1.777 -0.029
C -2.798 -0.938 1.077
C -1.530 -0.349 1.220
N -0.546 -0.629 0.316
C -0.715 -1.546 -0.693
C -1.976 -2.110 -0.903
H -6.339 -2.429 0.344
H -5.332 -1.777 1.493
H -3.543 -0.634 1.832
H -1.181 0.319 2.033
H 0.212 -1.760 -1.233
H -2.081 -2.722 -1.805



No. 4
20
Properties=species:S:1:pos:R:3 method="wB97M-V/def2-TZVPD" mol_weight_g_mol=231.06 homo_energy_ev=-4.79 energy_ev=-40062.1298 max_force_ha_per_bohr=0.0367 charge=-1
O -2.578 -2.507 -0.599
C -1.435 -2.336 -1.006
O -0.419 -3.021 -1.001
C -1.339 -0.880 -1.647
Cl -1.998 -0.823 -3.252
N -1.267 0.237 -1.072
C -0.555 0.534 0.044
C -1.103 1.266 1.097
C -0.286 1.720 2.113
C 1.078 1.470 2.083
C 1.622 0.725 1.049
C 0.821 0.230 0.036
C 1.348 -0.609 -1.072
Cl 1.434 0.316 -2.609
H -2.166 1.452 1.106
H -0.712 2.286 2.930
H 1.714 1.848 2.871
H 2.685 0.512 1.046
H 2.381 -0.900 -0.859
H 0.776 -1.520 -1.258



No. 5
22
Properties=species:S:1:pos:R:3 method="wB97M-V/def2-TZVPD" mol_weight_g_mol=263.06 homo_energy_ev=-3.23 energy_ev=-44155.2223 max_force_ha_per_bohr=0.0767 charge=-1
C -1.221 -2.654 0.145
C -2.442 -2.819 -0.760
O -2.825 -1.509 -1.106
C -1.866 -0.662 -0.603
O -1.864 0.548 -0.757
N -0.896 -1.310 0.089
H -1.445 -2.906 1.191
H -0.360 -3.262 -0.171
H -2.206 -3.348 -1.693
H -3.295 -3.312 -0.271
Cl 0.468 3.583 2.611
C 1.111 2.624 1.360
C 1.337 3.158 0.140
C 1.805 2.347 -0.952
O 2.057 2.828 -2.042
C 1.973 0.919 -0.701
Cl 2.365 -0.096 -2.013
C 1.766 0.389 0.525
C 1.346 1.210 1.629
O 1.187 0.744 2.742
H 1.125 4.194 -0.049
H 1.880 -0.667 0.686



No. 6
21
Properties=species:S:1:pos:R:3 method="wB97M-V/def2-TZVPD" mol_weight_g_mol=232.59 homo_energy_ev=-0.87 energy_ev=-32858.5609 max_force_ha_per_bohr=0.0802 charge=-2
C 1.110 -1.746 0.465
C 0.497 -1.420 1.781
C 0.939 -0.985 -0.614
C -0.340 -0.362 1.916
C 1.725 1.425 -0.638
C -2.288 0.396 0.492
C 0.462 0.391 -0.747
C -0.718 0.573 0.829
C -0.302 0.536 -2.062
O 2.457 1.181 0.308
O -2.564 -0.816 0.351
O 1.867 2.270 -1.538
O -2.958 1.394 0.453
F -0.518 1.867 1.364
Cl -1.436 -0.165 3.229
H 1.573 -2.755 0.409
H 0.597 -2.025 2.586
H 1.228 -1.521 -1.564
H 0.429 0.701 -2.922
H -0.865 1.470 -1.825
H -0.895 -0.409 -2.273



No. 7
17
Properties=species:S:1:pos:R:3 method="wB97M-V/def2-TZVPD" mol_weight_g_mol=142.16 homo_energy_ev=-8.84 energy_ev=-12405.2005 max_force_ha_per_bohr=0.0997
C -1.993 -1.457 -0.095
C -1.849 1.587 -0.050
C 1.408 0.036 -0.985
C 0.653 -1.171 -0.434
C 1.018 1.114 -0.178
C 0.352 -0.792 1.051
C 0.364 0.675 1.095
C -0.736 -0.735 0.102
C -0.840 0.728 0.271
N -2.928 -2.125 -0.241
N -2.530 2.478 -0.276
H 2.508 -0.194 -0.882
H 1.290 0.137 -2.135
H 0.911 -2.244 -0.701
H 1.427 2.139 -0.426
H 0.363 -1.471 1.891
H 0.584 1.297 1.994



No. 8
19
Properties=species:S:1:pos:R:3 method="wB97M-V/def2-TZVPD" mol_weight_g_mol=170.18 homo_energy_ev=-8.99 energy_ev=-15387.8807 max_force_ha_per_bohr=0.1042
C 2.849 0.050 -0.041
C 2.236 -1.144 -0.133
C 0.931 -1.422 -0.069
C 0.052 -0.285 -0.096
C 0.540 1.027 -0.112
C 1.997 1.127 0.161
N -0.210 2.233 -0.287
C -1.527 2.001 -0.050
C -2.123 0.727 0.013
N -3.463 0.381 0.085
N -3.429 -0.912 0.041
C -2.225 -1.431 -0.110
N -1.311 -0.472 -0.010
H 3.847 0.048 0.396
H 2.822 -2.033 0.141
H 0.650 -2.514 -0.059
H 2.551 2.097 0.412
H -2.295 2.840 0.049
H -1.891 -2.317 -0.331